Density functional theory data (the ωB97M-V functional and the def2-TZVPD basis) for one molecule with the formula C5H5NO at a distorted geometry.

The geometry in XYZ format:
```
12
Properties=species:S:1:pos:R:3:forces:R:3
N -1.0666 1.4639 -2.4107 0.10 -0.58 0.84
C -0.9981 0.7482 -1.5052 -0.10 0.73 -0.80
C -0.9467 -0.2048 -0.4270 -0.22 -0.08 -0.23
C -0.6194 0.1410 0.9720 -0.01 -0.28 0.14
C 0.3584 -0.7227 0.1559 0.03 0.23 0.38
C 1.7006 -0.0671 0.1602 0.10 0.48 -0.03
O 1.8848 1.0034 0.6874 0.38 -0.16 -0.47
H -1.6741 -1.0027 -0.5120 0.02 0.01 -0.35
H -0.2984 1.1769 1.1075 0.26 -0.61 0.07
H -1.1589 -0.2683 1.8126 -0.28 -0.18 -0.22
H 0.4082 -1.8171 0.0750 -0.14 0.48 0.79
H 2.5598 -0.6448 -0.2234 -0.15 -0.04 -0.13
```
Forces are in eV/Å.

Calculated values
Total charge = 0
SMILES = N#C[C@@H]1C[C@@H]1C=O
E_HOMO = -10.45 eV
LUMO energy = 0.0171 Ha

Density functional theory data (the ωB97M-V functional and the def2-TZVPD basis) for one molecule with the formula C5H5NO at a distorted geometry.

The geometry in XYZ format:
```
12
Properties=species:S:1:pos:R:3:forces:R:3
N 2.4066 1.3776 0.1117 -0.29 -0.90 0.13
C 1.8254 0.3858 0.2334 0.97 0.98 0.15
C 0.8852 -0.7332 0.2964 0.24 0.18 -0.03
O 0.0057 -0.6085 1.4085 0.26 0.53 0.20
C -1.1156 -0.2744 0.6590 -0.25 -0.27 -0.37
C -0.9343 0.7216 -0.4094 -0.02 0.28 0.05
C -0.1319 -0.4797 -0.7818 -0.53 -0.38 0.11
H 1.3498 -1.7260 0.3057 -0.05 0.36 -0.07
H -2.0275 -0.3462 1.2737 0.12 -0.72 -0.88
H -1.8365 0.7079 -1.0267 0.11 0.32 0.15
H -0.5451 1.7285 -0.2506 0.29 -0.06 0.04
H 0.1181 -0.7533 -1.8197 -0.85 -0.33 0.53
```
Forces are in eV/Å.

Calculated values
Total charge = 0
SMILES = N#C[C@H]1O[C@H]2C[C@H]21
E_HOMO = -9.21 eV
LUMO energy = 0.0282 Ha

Density functional theory data (the ωB97M-V functional and the def2-TZVPD basis) for one molecule with the formula C5H5NO at a distorted geometry.

The geometry in XYZ format:
```
12
Properties=species:S:1:pos:R:3:forces:R:3
C 0.7528 -0.2246 1.7861 -1.22 -0.08 0.92
C -0.2679 0.0444 1.1924 1.03 0.35 0.42
C -0.8897 -0.1229 -0.1074 -0.07 -0.68 0.42
O -1.8848 0.7697 -0.5323 -0.06 0.23 0.28
C 0.2015 -0.2632 -1.2616 0.01 -0.10 0.07
C 1.4876 0.1775 -0.7307 0.53 0.32 0.80
N 2.2487 0.4772 0.0926 0.21 -0.08 -1.89
H 1.5489 -0.5920 2.3799 0.18 0.21 0.27
H -1.2871 -1.1114 0.1939 -0.52 -0.08 -1.47
H -2.0883 1.3790 0.1893 0.04 -0.15 -0.16
H 0.2987 -1.3084 -1.5731 -0.08 0.16 0.04
H -0.1030 0.3253 -2.1345 -0.05 -0.09 0.32
```
Forces are in eV/Å.

Calculated values
Total charge = 0
SMILES = C#C[C@@H](O)CC#N
E_HOMO = -9.80 eV
LUMO energy = 0.0197 Ha

Density functional theory data (the ωB97M-V functional and the def2-TZVPD basis) for one molecule with the formula C5H5NO at a distorted geometry.

The geometry in XYZ format:
```
12
Properties=species:S:1:pos:R:3:forces:R:3
N 0.9506 2.6989 0.7086 -0.05 -0.95 -0.49
C 0.9164 1.6566 0.2075 -0.03 0.96 0.43
C 0.8833 0.3387 -0.3759 0.21 0.12 0.07
C -0.2201 -0.0788 -1.3242 -0.04 -0.14 0.05
C -0.1456 -0.6766 0.0542 0.11 -0.12 0.23
C -1.0543 -0.6770 1.2308 -0.25 -0.06 0.30
O -2.2394 -0.8726 1.2684 0.46 0.49 -0.14
H 1.8632 -0.0853 -0.5838 -0.13 0.20 0.12
H -0.9729 0.6909 -1.5136 0.03 -0.45 0.35
H 0.0574 -0.6220 -2.2263 0.01 -0.06 0.39
H 0.3411 -1.5882 0.4421 0.28 -0.38 -1.74
H -0.3798 -0.7846 2.1121 -0.60 0.39 0.44
```
Forces are in eV/Å.

Calculated values
Total charge = 0
SMILES = N#C[C@@H]1C[C@@H]1C=O
E_HOMO = -10.36 eV
LUMO energy = 0.0175 Ha

Density functional theory data (the ωB97M-V functional and the def2-TZVPD basis) for C5H5NO as an isolated structure at a distorted geometry.

The geometry in XYZ format:
```
12
Properties=species:S:1:pos:R:3:forces:R:3
C -0.1818 1.5034 -1.3241 1.60 -4.28 1.08
C -0.8804 0.4913 -0.7795 2.09 1.99 -0.85
C 1.0816 0.6854 -1.3479 -1.31 -0.99 0.77
C 0.6211 -0.6359 0.9203 -0.82 1.53 -1.49
C 0.2345 -0.4330 -0.5335 0.99 1.94 1.37
N 0.9523 -1.8382 1.1428 0.15 0.93 1.63
O 2.1773 0.6986 -1.7979 0.27 0.33 -0.13
H -0.3582 2.4148 -1.6467 -1.13 4.28 -1.50
H -1.8729 0.4965 -0.5633 -2.76 -0.43 0.68
H 0.4747 0.3778 1.5181 0.73 -2.37 -0.22
H 0.1274 -1.3948 -0.8495 -0.02 -2.57 -1.69
H 1.1919 -1.9278 2.1250 0.21 -0.36 0.35
```
Forces are in eV/Å.

Calculated values
Total charge = 0
E_HOMO = -9.57 eV
LUMO energy = 0.0088 Ha

Density functional theory data (the ωB97M-V functional and the def2-TZVPD basis) for one molecule with the formula C5H5NO.

The geometry in XYZ format:
```
12
Properties=species:S:1:pos:R:3:forces:R:3
O 0.8070 1.2971 -1.9604 0.18 -0.18 -0.07
C 0.5829 1.4513 -0.6298 0.03 0.06 0.38
C -1.8779 -1.1182 0.0337 0.12 -0.02 0.11
C -0.7825 -1.2114 0.7430 0.23 0.03 0.13
N 0.2588 -1.2750 1.3915 -0.59 0.01 -0.35
C 1.0966 0.7265 0.3388 -0.16 -0.12 -0.07
C 1.2346 -0.2240 1.2317 0.13 0.26 -0.12
H 1.3283 0.4922 -2.0906 -0.05 0.14 -0.04
H -0.0617 2.3028 -0.4296 0.13 -0.07 0.01
H -2.7422 -0.5943 0.4258 0.10 -0.11 0.00
H -1.9197 -1.5353 -0.9665 0.02 -0.02 0.16
H 2.0758 -0.3116 1.9124 -0.14 0.03 -0.13
```
Forces are in eV/Å.

Calculated values
Total charge = 0
E_HOMO = -9.18 eV
LUMO energy = 0.0176 Ha

Density functional theory data (the ωB97M-V functional and the def2-TZVPD basis) for one molecule with the formula C5H5NO at a distorted geometry.

The geometry in XYZ format:
```
12
Properties=species:S:1:pos:R:3:forces:R:3
O 2.2446 -1.3269 0.6759 -0.03 0.00 -0.33
C 1.3011 -0.9795 0.0078 0.36 -0.18 0.18
C 0.0919 -1.8236 -0.2255 -0.52 -0.75 -0.10
C -0.8650 -2.5297 -0.4621 0.84 0.52 0.26
C 0.9280 0.2726 -0.6868 0.16 -0.18 0.31
C -0.6788 1.7518 0.0321 -0.28 0.28 -0.11
N 0.6760 1.2329 0.1925 -0.09 -0.66 -0.08
H -1.6791 -3.1987 -0.6611 0.19 0.26 0.07
H -1.0095 1.2716 -0.8886 -0.37 0.47 0.07
H -1.2431 1.3148 0.8628 -0.19 0.30 -0.20
H -0.7918 2.8300 -0.0035 0.18 0.18 0.14
H 1.0258 1.1847 1.1564 -0.27 -0.23 -0.21
```
Forces are in eV/Å.

Calculated values
Total charge = 0
E_HOMO = -8.69 eV
LUMO energy = -0.0047 Ha

Density functional theory data (the ωB97M-V functional and the def2-TZVPD basis) for one molecule with the formula C5H5NO2 at a distorted geometry.

The geometry in XYZ format:
```
13
Properties=species:S:1:pos:R:3:forces:R:3
C 0.3874 0.8213 -1.7789 -0.16 -0.62 0.47
C -0.1045 0.0049 -0.8248 -0.95 -2.12 -3.65
C -1.5074 -0.0765 -0.5835 -0.40 0.22 0.14
N -2.6259 -0.1523 -0.3304 -0.02 -0.02 -0.04
C 0.6851 -1.2487 -0.3909 1.20 5.35 1.31
O 1.5068 -1.9260 -0.8697 -0.94 -0.52 0.92
O 0.9549 -0.2809 0.8562 1.49 -2.46 0.13
C 0.0478 0.0886 1.8828 -0.10 -0.33 0.36
H -0.2807 1.3637 -2.4286 -0.08 0.63 0.49
H 1.4399 0.8247 -2.0133 0.05 -0.23 -0.15
H -0.3427 1.0891 1.6801 -0.02 -0.05 0.00
H -0.7820 -0.6166 1.9909 0.10 0.13 -0.02
H 0.6214 0.1085 2.8101 -0.15 0.02 0.04
```
Forces are in eV/Å.

Calculated values
Total charge = 0
SMILES = C=C(C#N)C(=O)OC
E_HOMO = -9.41 eV
LUMO energy = -0.0279 Ha

Density functional theory data (the ωB97M-V functional and the def2-TZVPD basis) for one molecule with the formula C5H5NO2 at a distorted geometry.

The geometry in XYZ format:
```
13
Properties=species:S:1:pos:R:3:forces:R:3
C -1.0004 1.8047 0.1495 0.51 -1.61 0.10
C -1.4031 0.5285 0.0150 0.64 0.75 1.41
C -0.4227 -0.5179 0.0676 0.48 -2.04 -0.74
C 0.8567 -0.0682 -0.0994 1.53 1.36 -0.05
C 2.2985 -0.0061 0.1197 -2.82 0.11 -0.21
N 1.3599 1.1175 -0.2563 -0.09 -0.92 -0.06
O -2.6868 0.1470 0.0700 -0.66 0.64 -0.37
O -0.7428 -1.8937 -0.1118 -1.97 2.79 -0.27
H -1.0324 2.7188 -0.3411 -0.53 1.41 -0.40
H 2.5682 -0.1459 1.0945 1.03 0.20 2.61
H 2.9147 -0.4436 -0.5628 1.78 -0.67 -2.12
H -2.5840 -0.6996 -0.3246 -1.13 -1.86 -0.41
H -0.1259 -2.5415 0.1798 1.23 -0.17 0.51
```
Forces are in eV/Å.

Calculated values
Total charge = 0
E_HOMO (spin up / spin down) = -8.24 / -8.10 eV
LUMO energy (spin up / spin down) = -0.0497 / -0.0026 Ha

The evaluated energy relative to the best compared isomer or geometry (same formula, charge and spin) for the records listed, in turn: 1.826, 3.845, 3.762, 2.161, 2.980, 3.465, 5.247, 4.552, 7.651 eV.